{"formula": "C20H54FN4O4P", "method": "ωB97M-V/def2-TZVPD", "homo_ev": -8.81, "total_energy_ha": -1755.53908, "smiles": "COC[C@@H](C)N.COC[C@@H](C)N.COC[C@@H](C)N.COC[C@@H](C)N.CC(C)CPF", "elements": ["C", "C", "C", "C", "P", "F", "H", "H", "H", "H", "H", "H", "H", "H", "H", "H", "C", "C", "C", "O", "C", "N", "H", "H", "H", "H", "H", "H", "H", "H", "H", "H", "H", "C", "C", "C", "O", "C", "N", "H", "H", "H", "H", "H", "H", "H", "H", "H", "H", "H", "C", "C", "C", "O", "C", "N", "H", "H", "H", "H", "H", "H", "H", "H", "H", "H", "H", "C", "C", "C", "O", "C", "N", "H", "H", "H", "H", "H", "H", "H", "H", "H", "H", "H"], "coordinates": [[3.16980, -0.28793, 0.08602], [2.96995, -1.73661, 0.58000], [3.71483, -2.74017, -0.30267], [1.49132, -2.13990, 0.74149], [0.50383, -1.95396, -0.78885], [-0.93408, -2.37617, -0.17331], [3.73312, -0.27238, -0.84623], [3.72761, 0.29038, 0.82185], [2.22459, 0.22914, -0.06506], [3.40850, -1.80359, 1.57819], [3.56263, -3.75467, 0.06809], [4.78595, -2.54447, -0.29602], [3.35047, -2.69778, -1.32884], [1.03100, -1.59044, 1.56513], [1.43795, -3.20421, 0.97639], [0.28214, -0.55491, -0.80633], [6.08238, 2.56330, 5.68318], [5.14607, 2.98403, 4.55460], [4.36410, 1.82775, 3.92102], [5.11988, 0.99154, 3.06576], [5.89430, -0.00026, 3.71074], [5.90052, 3.76040, 3.56898], [7.00016, 2.11810, 5.29881], [6.37061, 3.43425, 6.27059], [5.60519, 1.84366, 6.35131], [4.39440, 3.65334, 4.98411], [3.58494, 2.25618, 3.28558], [3.86588, 1.22306, 4.69149], [5.38565, -0.38532, 4.59993], [6.88153, 0.37137, 3.99503], [6.03022, -0.81773, 3.00272], [5.25984, 4.16663, 2.89112], [6.47842, 3.11551, 3.03618], [-5.34207, -0.09791, -1.80458], [-6.03090, -0.97983, -2.84174], [-5.86364, -2.48643, -2.61250], [-4.58590, -2.99973, -2.93672], [-3.58905, -2.82052, -1.94994], [-5.60036, -0.56619, -4.18069], [-4.26870, -0.03268, -1.98259], [-5.73781, 0.91637, -1.85370], [-5.49817, -0.47767, -0.79295], [-7.10616, -0.78529, -2.77363], [-6.56444, -3.01365, -3.26162], [-6.12228, -2.75234, -1.57684], [-4.00648, -2.90882, -0.94208], [-3.09125, -1.85284, -2.04876], [-2.83960, -3.59903, -2.08621], [-6.15482, -1.05322, -4.87795], [-4.65198, -0.90355, -4.32086], [-7.96753, -5.86213, -1.59436], [-8.97375, -5.55508, -2.69930], [-9.83353, -6.75270, -3.11922], [-9.16636, -7.71725, -3.90605], [-8.39273, -8.66023, -3.19072], [-8.26640, -4.94533, -3.82841], [-7.09433, -6.38751, -1.98106], [-7.60976, -4.93486, -1.14778], [-8.41445, -6.47050, -0.80578], [-9.67050, -4.80590, -2.30980], [-10.64650, -6.38221, -3.74882], [-10.28868, -7.23157, -2.24117], [-8.86774, -8.92316, -2.24037], [-7.38044, -8.29769, -2.99680], [-8.32285, -9.55592, -3.80659], [-8.93918, -4.61452, -4.51371], [-7.74719, -5.67676, -4.30658], [6.83249, 6.84883, 2.01988], [5.83243, 6.73736, 0.87407], [5.99028, 7.80643, -0.21291], [5.52862, 9.09249, 0.14617], [6.43302, 9.87747, 0.89779], [4.47451, 6.68801, 1.42614], [6.56748, 7.64332, 2.71778], [6.84846, 5.91897, 2.58725], [7.84203, 7.03929, 1.64951], [6.00849, 5.77702, 0.37784], [5.37994, 7.51266, -1.07088], [7.03324, 7.86221, -0.55389], [7.46601, 9.70562, 0.57973], [6.35237, 9.68271, 1.96980], [6.18097, 10.92217, 0.71955], [3.81246, 6.48371, 0.68373], [4.22904, 7.62018, 1.74733]], "mulliken_charge": [-1.030, 0.916, -1.692, -1.069, 0.204, -0.254, 0.338, -0.003, 0.372, 0.218, 0.424, 0.402, 0.407, 0.393, 0.412, -0.038, -1.481, 0.292, -0.785, -0.274, -0.801, -0.538, 0.307, 0.358, 0.359, 0.389, 0.341, 0.457, 0.366, 0.261, 0.257, 0.196, 0.277, -1.447, 0.293, -0.348, -0.444, -0.593, -0.736, 0.288, 0.358, 0.344, 0.390, 0.284, 0.263, 0.330, 0.140, 0.306, 0.285, 0.301, -1.351, 0.319, -0.729, -0.377, -0.632, -0.518, 0.307, 0.226, 0.371, 0.325, 0.356, 0.403, 0.295, 0.233, 0.256, 0.256, 0.245, -1.189, 0.492, -0.883, -0.384, -0.630, -0.627, 0.250, 0.193, 0.335, 0.362, 0.368, 0.419, 0.299, 0.221, 0.252, 0.268, 0.273]}

***

{"formula": "C58H73BCrF4N5P2SSbSi3", "method": "ωB97M-V/def2-TZVPD", "spin_multiplicity": 5, "s_squared": 6.044, "homo_ev": [-7.16, -7.28], "total_energy_ha": -6186.45776, "elements": ["Cr", "C", "N", "C", "P", "C", "C", "C", "C", "C", "C", "C", "C", "C", "C", "C", "C", "C", "C", "C", "C", "C", "C", "P", "C", "C", "C", "C", "C", "C", "C", "C", "C", "C", "C", "C", "H", "H", "H", "H", "H", "H", "H", "H", "H", "H", "H", "H", "H", "H", "H", "H", "H", "H", "H", "H", "H", "H", "H", "H", "H", "H", "H", "H", "H", "C", "Sb", "C", "C", "C", "C", "C", "C", "N", "Si", "C", "C", "C", "C", "C", "C", "C", "C", "C", "N", "Si", "C", "C", "C", "Si", "C", "C", "C", "H", "H", "H", "H", "H", "H", "H", "H", "H", "H", "H", "H", "H", "H", "H", "H", "H", "H", "H", "H", "H", "H", "H", "H", "H", "H", "H", "H", "H", "H", "H", "H", "H", "H", "H", "H", "H", "H", "C", "N", "C", "C", "N", "C", "S", "H", "H", "H", "H", "H", "H", "F", "B", "F", "F", "F"], "coordinates": [[-0.33580, 0.20406, 0.87388], [1.06334, 1.18844, -4.04174], [1.27062, -0.13318, -4.64319], [0.65049, -1.33011, -4.14105], [0.61306, -1.71358, -2.32149], [-0.24684, -3.30143, -2.66774], [-1.63127, -3.14666, -2.62390], [-2.47858, -4.19571, -2.95873], [-1.94731, -5.42676, -3.31003], [-0.57158, -5.59011, -3.36349], [0.27506, -4.53205, -3.06715], [2.41086, -2.03177, -2.09983], [3.00054, -3.24234, -1.72889], [4.38317, -3.35681, -1.62435], [5.19979, -2.25980, -1.85588], [4.62219, -1.03194, -2.15261], [3.24518, -0.91874, -2.26383], [1.52554, -0.10874, -6.02534], [1.30936, -1.22214, -6.85403], [1.57662, -1.16585, -8.21330], [2.05096, -0.00783, -8.80622], [2.27200, 1.09837, -8.00141], [2.02150, 1.05418, -6.63992], [0.30538, 1.44012, -2.33097], [-1.47106, 1.22534, -2.71435], [-1.98670, 0.82173, -3.94395], [-3.35333, 0.62471, -4.09820], [-4.21816, 0.83869, -3.03472], [-3.71704, 1.25034, -1.80770], [-2.35379, 1.43107, -1.65170], [0.54771, 3.26003, -2.47657], [-0.27185, 4.09756, -3.22682], [0.06862, 5.43030, -3.40087], [1.23133, 5.93494, -2.83300], [2.04740, 5.10871, -2.07401], [1.70531, 3.77521, -1.89763], [0.45260, 1.79972, -4.71592], [2.03039, 1.69211, -3.94417], [1.19230, -2.18077, -4.55031], [-0.39813, -1.41441, -4.45597], [-2.05345, -2.19688, -2.31097], [-3.55017, -4.05314, -2.91594], [-2.60241, -6.25822, -3.53571], [-0.15013, -6.54652, -3.64656], [1.33925, -4.68089, -3.18092], [2.38795, -4.10190, -1.49943], [4.82201, -4.31341, -1.36896], [6.27637, -2.35898, -1.80069], [5.24439, -0.15873, -2.30456], [2.80921, 0.05173, -2.46589], [0.91790, -2.14661, -6.46077], [1.39501, -2.04518, -8.81865], [2.24028, 0.03279, -9.87028], [2.64107, 2.01992, -8.43387], [2.22991, 1.93910, -6.05885], [-1.33753, 0.64897, -4.79345], [-3.73937, 0.30217, -5.05729], [-5.28035, 0.67285, -3.15913], [-4.38180, 1.40902, -0.96887], [-1.95955, 1.73761, -0.68589], [-1.18693, 3.70792, -3.65867], [-0.57133, 6.07838, -3.98619], [1.49453, 6.97517, -2.97628], [2.94797, 5.50217, -1.61964], [2.33232, 3.12504, -1.29582], [-1.51700, 2.24835, 5.18886], [-0.02750, 1.28809, 3.93334], [-0.94107, 1.90259, 2.02927], [-2.42574, 1.86363, 2.02339], [-3.23401, 0.81902, 2.47186], [-4.60001, 0.88752, 2.30272], [-5.16465, 2.02204, 1.73114], [-4.31421, 3.05396, 1.38297], [-2.99506, 2.97804, 1.52917], [-0.61061, 3.79142, 1.76037], [1.25991, 4.11927, 1.93810], [-1.04835, 4.63410, 0.12956], [-1.27420, 4.88100, 3.16634], [-0.51840, -0.89607, 4.58304], [-0.49824, -1.77202, 3.35809], [-1.12965, -3.01997, 3.30706], [-0.92552, -3.87918, 2.24910], [-0.06902, -3.49585, 1.22875], [0.48981, -2.24232, 1.30894], [0.27227, -1.37969, 2.32040], [-1.96826, -1.17607, 5.81594], [-2.34226, -2.96601, 6.34070], [-1.53627, -0.37009, 7.47803], [-3.67301, -0.58883, 5.29766], [1.11791, -1.35010, 5.50107], [1.01134, -2.91204, 6.55098], [1.81034, 0.02054, 6.60011], [2.48620, -1.72525, 4.26324], [-1.04845, 3.08440, 5.70652], [-1.93200, 1.57262, 5.92538], [-2.31608, 2.62689, 4.55547], [-2.77113, -0.04769, 2.91593], [-5.22604, 0.05929, 2.60756], [-6.23104, 2.09954, 1.57010], [-4.69343, 3.98677, 0.97713], [1.84626, 3.62886, 1.16257], [1.64142, 3.80261, 2.91365], [1.43226, 5.19707, 1.85253], [-1.33879, 3.92817, -0.64784], [-0.20760, 5.22359, -0.24618], [-1.89541, 5.30201, 0.29512], [-0.67987, 4.76911, 4.07623], [-2.31590, 4.67628, 3.41067], [-1.20771, 5.92855, 2.86022], [-1.77036, -3.32174, 4.11760], [-1.41819, -4.84154, 2.22348], [0.15293, -4.14765, 0.39515], [1.21229, -1.91993, 0.56242], [-1.47900, -3.62611, 6.38684], [-3.08600, -3.42754, 5.68684], [-2.77856, -2.92978, 7.34236], [-0.96389, -1.05566, 8.10680], [-2.46650, -0.14591, 8.00631], [-0.97223, 0.55663, 7.40819], [-4.01742, -1.13389, 4.41601], [-3.73673, 0.47576, 5.08276], [-4.36484, -0.81253, 6.11478], [0.37329, -2.79749, 7.42723], [2.01883, -3.15353, 6.89916], [0.64925, -3.76428, 5.97235], [1.05236, 0.49333, 7.22229], [2.27987, 0.80063, 5.99966], [2.56546, -0.40536, 7.26563], [2.34990, -2.70786, 3.80341], [3.45809, -1.71073, 4.76168], [2.48264, -0.98135, 3.46713], [4.04586, 1.80203, 3.03482], [4.16146, 0.52686, 2.34833], [5.13012, -0.43141, 2.57191], [4.84320, -1.48388, 1.78157], [3.70506, -1.14816, 1.08380], [3.27741, 0.07989, 1.42784], [2.00343, 1.00723, 0.78529], [4.43107, 2.61227, 2.41656], [4.60306, 1.74990, 3.96707], [2.99486, 1.99504, 3.24035], [5.92086, -0.28629, 3.28521], [5.33814, -2.42881, 1.65608], [3.26519, -1.72270, 0.38097], [-3.58829, -1.98768, 1.96477], [-3.29639, -1.82448, 0.62019], [-2.09928, -0.88414, 0.53488], [-2.89260, -3.00734, 0.05694], [-4.30302, -1.20588, -0.07827]], "mulliken_charge": [1.980, -3.451, 1.375, -2.398, 1.049, 1.006, -0.532, -0.745, -0.677, -0.851, -1.244, 1.027, -0.366, -0.998, -0.857, -0.796, -0.572, 1.032, -0.512, -0.814, -0.548, -0.752, -0.397, 1.075, 0.737, -0.857, -0.887, -0.840, -0.244, 0.218, 0.714, -0.495, -0.698, -0.697, -0.563, -0.379, 1.486, 0.857, 1.187, 0.917, 0.084, 0.480, 0.384, 0.446, 0.554, 0.335, 0.440, 0.402, 0.530, 0.026, 0.468, 0.376, 0.390, 0.383, 0.417, 0.410, 0.428, 0.395, 0.206, -0.684, 0.343, 0.433, 0.363, 0.430, 0.206, -1.132, 0.123, 0.547, -0.285, 0.140, -0.277, -1.156, -0.657, -0.240, 0.988, -1.092, -0.619, -1.483, 2.249, -1.935, -0.666, -1.338, -1.178, 0.685, 1.092, 0.656, -1.624, -1.238, -1.093, 0.836, -1.253, -1.162, 0.148, 0.536, 0.207, 0.121, -0.009, 0.429, 0.444, 0.468, 0.159, 0.286, 0.518, -0.056, 0.101, 0.543, 0.263, 0.317, 0.403, 0.245, 0.375, 0.412, -0.393, 0.439, 0.444, 0.373, 0.248, 0.473, 0.271, 0.092, 0.327, 0.656, 0.294, 0.450, 0.297, 0.299, 0.299, 0.453, 0.252, 0.632, -0.918, -0.665, 0.654, -0.778, -0.485, 0.950, -2.103, 0.435, 0.213, 0.385, 0.124, 0.523, 0.547, -0.237, -0.091, -0.118, 0.574, -0.226, -0.230]}

***

{"formula": "C6H17NP", "method": "ωB97M-V/def2-TZVPD", "spin_multiplicity": 3, "relative_energy_kcal_mol": 2.8, "s_squared": 2.006, "homo_ev": [-10.05, -13.50], "charge": 1, "total_energy_ha": -634.46944, "elements": ["C", "C", "C", "C", "C", "C", "N", "P", "H", "H", "H", "H", "H", "H", "H", "H", "H", "H", "H", "H", "H", "H", "H", "H", "H"], "coordinates": [[2.03205, -2.17216, 0.10824], [-0.30559, 1.38382, 1.04949], [2.11990, 0.77946, -0.81709], [-3.77714, 0.04267, 0.19201], [1.23809, -1.00819, 0.61069], [-0.31755, 0.71946, -0.24871], [0.89801, -0.05738, -0.49739], [-2.35739, -0.85477, -0.45392], [1.45064, -2.78236, -0.59767], [2.86771, -1.81737, -0.42713], [2.47716, -2.81262, 0.89082], [0.56561, 1.94206, 0.96890], [-1.16107, 2.12142, 1.06814], [-0.26176, 0.68035, 1.85192], [2.87728, 0.17961, -1.36083], [1.79911, 1.68478, -1.27470], [2.56787, 0.98941, 0.20052], [-4.25496, 0.86472, -0.48608], [-3.67168, 0.41003, 1.12418], [-4.54430, -0.77037, 0.17418], [1.56600, -0.35376, 1.42467], [0.27945, -1.46320, 0.91314], [-0.57319, 1.40541, -1.08822], [0.74816, -0.51676, -1.43150], [-2.48483, -0.06300, -1.68263]], "mulliken_charge": [-1.309, -1.304, -0.892, -0.935, -0.409, -0.496, -0.015, 0.069, 0.333, 0.387, 0.370, 0.524, 0.385, 0.295, 0.342, 0.370, 0.390, 0.313, 0.369, 0.328, 0.470, 0.351, 0.586, 0.421, 0.055]}